[1]
Density functional theory data (the ωB97M-V functional and the def2-TZVPD basis) for a molecular structure, C24H54N2O8Y in a non-equilibrium geometry.

Structure (ORCA input):
```
! wB97M-V def2-TZVPD RIJCOSX def2/J DEFGRID3
* xyz 1 1
Y -2.36883 -0.36023 30.51926
C -4.79293 -4.47319 31.65868
C -5.81395 -3.43269 32.04349
C -6.70242 -4.23600 33.05058
C -7.72189 -3.32132 33.73213
C -7.06473 -2.19456 34.47979
C -6.04574 -1.39604 33.62860
N -5.19325 -2.24340 32.74525
O -4.23737 -1.46170 31.86862
C -5.12073 -0.77594 34.67162
C -6.83017 -0.25606 32.90816
C -6.67634 -3.11933 30.88015
H -4.45071 -5.00823 32.54452
H -3.91924 -3.92077 31.31286
H -5.08682 -5.21855 30.91964
H -6.11509 -4.64325 33.87355
H -7.23173 -4.98794 32.46532
H -8.22874 -3.82058 34.55793
H -8.48564 -3.00778 33.02046
H -6.64449 -2.64869 35.37716
H -7.93997 -1.60886 34.76086
H -5.73826 -0.16240 35.32760
H -4.31285 -0.16700 34.26588
H -4.72651 -1.53384 35.34858
H -6.20058 0.37398 32.27985
H -7.24185 0.49197 33.58570
H -7.57526 -0.60344 32.19244
H -7.46877 -2.39589 31.07196
H -7.31181 -3.93912 30.54516
H -6.12112 -2.73676 30.02372
C -2.50307 4.26153 30.79418
C -1.26493 4.22752 29.89513
C -0.35648 5.39837 30.50561
C 1.09033 5.41078 29.90489
C 1.74239 4.00789 29.89445
C 0.78083 2.78950 29.46581
N -0.58590 2.94098 30.03406
O -1.41124 1.79116 29.69261
C 1.51240 1.48828 29.97115
C 0.89548 2.79913 27.88786
C -1.78857 4.50833 28.47321
H -2.30743 3.89953 31.80353
H -3.25659 3.64681 30.30182
H -2.96424 5.23729 30.94687
H -0.38549 5.30931 31.59158
H -0.84006 6.35425 30.30426
H 1.71918 6.10914 30.45711
H 1.09616 5.81403 28.89224
H 2.29501 3.90054 30.82782
H 2.48398 4.12617 29.10441
H 1.52301 1.43018 31.05955
H 2.55346 1.55132 29.65441
H 1.09438 0.52864 29.66710
H 0.71604 3.79113 27.47334
H 0.10445 2.19457 27.44414
H 1.80751 2.31969 27.53228
H -2.64764 5.17830 28.43806
H -2.19514 3.60598 28.01653
H -1.12661 5.05135 27.79865
C -1.19924 -3.14694 29.30979
C -0.29174 -2.06917 28.65293
O -0.98794 -0.84087 28.59380
O -1.77382 -2.65503 30.57840
H -0.67493 -4.09238 29.44890
H -1.99848 -3.44245 28.63009
H -0.06586 -2.43958 27.65300
H 0.63492 -1.84073 29.17945
H -0.90606 -0.46064 27.71612
H -1.68562 -3.38080 31.20055
C -4.85046 1.16082 28.96525
C -5.07788 -0.29175 28.56565
O -3.88042 -1.04999 28.68580
O -4.27950 1.16382 30.32943
H -5.77215 1.74025 28.91193
H -4.10059 1.59041 28.30098
H -5.49875 -0.38871 27.56487
H -5.81816 -0.73292 29.23308
H -3.83155 -1.51874 27.84945
H -4.88414 1.55674 30.96318
C -0.28933 -0.34922 32.95764
C -1.11146 0.95358 33.15384
O -2.42281 0.88301 32.55088
O -0.20861 -0.70732 31.58173
H -0.77875 -1.08875 33.59141
H 0.74934 -0.22881 33.26550
H -0.58671 1.79180 32.69545
H -1.13835 1.12303 34.23025
H -2.89505 1.62097 32.94333
H 0.56887 -1.26464 31.50094
*
```

The orbital gap comes out at 0.22355 Eh. The LUMO energy is -2.8 eV. Its energy above the lowest of the compared OMol25 structures with the same formula, charge and spin is 81.85 kcal/mol.



[2]
Density functional theory data (the ωB97M-V functional and the def2-TZVPD basis) for 4 unconnected molecules or ions with the total composition C24H54N3 in a non-equilibrium geometry.

Structure (ORCA input):
```
! wB97M-V def2-TZVPD RIJCOSX def2/J DEFGRID3
* xyz 1 1
C 0.81667 1.90272 1.08039
C 1.76648 1.48145 0.42600
N 2.78264 0.55238 -0.12321
C 3.90152 0.49930 0.88947
C 3.73264 -0.66617 1.98399
N 2.32608 -1.02298 2.29800
C 1.51797 -1.28097 1.07235
N 1.23360 -2.76701 1.05404
C 2.23350 -0.85496 -0.28235
H -0.05077 2.15277 1.76367
H 3.07680 0.97283 -1.02274
H 3.86795 1.48645 1.45957
H 4.92102 0.32409 0.39995
H 4.18070 -0.25466 2.95431
H 4.34187 -1.59410 1.72369
H 1.88675 -0.30007 2.89124
H 0.49396 -0.79038 1.22722
H 0.92448 -2.95749 2.02498
H 0.35897 -2.83107 0.49618
H 1.48959 -0.80931 -1.13696
H 3.05258 -1.61029 -0.52385
C -0.98000 0.02953 -6.83454
C -1.67850 0.85808 -5.76370
C -0.91860 2.13235 -5.39177
C 0.47009 1.91308 -4.78640
C 0.49903 1.05137 -3.52397
C -0.27610 1.65932 -2.36149
H -0.00344 -0.32685 -6.49754
H -1.58139 -0.84756 -7.08601
H -0.83763 0.61383 -7.74774
H -1.84804 0.23965 -4.87487
H -2.66874 1.13976 -6.13370
H -1.53194 2.71545 -4.69691
H -0.80925 2.75370 -6.28790
H 0.90581 2.89218 -4.55863
H 1.12753 1.46011 -5.53522
H 1.54586 0.92408 -3.21636
H 0.11757 0.04792 -3.73592
H 0.11765 2.64575 -2.10289
H -0.19150 1.01958 -1.47910
H -1.33756 1.76074 -2.59456
C -6.93540 -3.39700 -3.09119
C -6.31404 -2.00855 -3.00759
C -5.07620 -1.84501 -3.89040
C -3.89718 -2.75649 -3.54001
C -3.37883 -2.63007 -2.10654
C -2.83195 -1.24530 -1.78578
H -6.24795 -4.16965 -2.73882
H -7.83318 -3.44741 -2.47026
H -7.22278 -3.63371 -4.11941
H -6.07373 -1.77730 -1.96419
H -7.06259 -1.27387 -3.31921
H -4.75348 -0.79900 -3.85088
H -5.35815 -2.03188 -4.93321
H -3.07690 -2.54119 -4.23440
H -4.17621 -3.79929 -3.72066
H -2.57668 -3.36231 -1.96374
H -4.16289 -2.89116 -1.39036
H -2.01477 -0.98194 -2.46383
H -2.44339 -1.22212 -0.76329
H -3.60536 -0.47827 -1.86194
C 2.60180 2.74387 4.49141
C 3.65056 2.32362 5.51273
C 3.53605 0.85637 5.92850
C 2.22619 0.47232 6.62189
C 1.90124 1.26747 7.88753
C 2.92829 1.07938 8.99659
H 1.58895 2.65379 4.89142
H 2.75074 3.78781 4.20407
H 2.67207 2.13045 3.58539
H 3.58933 2.97587 6.38917
H 4.64244 2.48605 5.07916
H 4.37972 0.61077 6.58067
H 3.65257 0.22524 5.03738
H 2.26906 -0.59293 6.87324
H 1.39436 0.58044 5.91664
H 0.92510 0.93994 8.25926
H 1.79974 2.33190 7.65632
H 3.01369 0.02611 9.27462
H 2.62864 1.63926 9.88511
H 3.91523 1.43924 8.69794
*
```

The orbital gap comes out at 0.34862 Eh. The LUMO energy is -3.2 eV.



[3]
Density functional theory data (the ωB97M-V functional and the def2-TZVPD basis) for a molecular structure, C24H55BrN4NbO9P in a non-equilibrium geometry.

Structure (ORCA input):
```
! wB97M-V def2-TZVPD RIJCOSX def2/J DEFGRID3
* xyz -2 1
C -0.95627 -2.51030 -0.34211
C -1.12287 -0.95940 -0.73610
O -2.50019 -0.51419 -0.81961
P -3.33017 -1.21479 -2.12723
O -3.64243 -2.70753 -1.97231
C -2.48340 -0.98231 -3.80112
C -1.37807 -2.14434 -4.10139
Nb -0.56803 -2.11641 -6.23192
C 1.14232 -3.57935 -5.76210
C 1.36947 -3.84030 -4.18958
C 0.84153 -0.33443 -5.81827
C 1.01999 0.48795 -7.20527
C 1.11912 2.07847 -6.99770
Br 2.67867 -0.09453 -8.20446
C -1.86401 -3.88640 -6.90300
O -3.12616 -3.98459 -6.63285
O -1.23559 -4.87731 -7.66786
O -4.86156 -0.40672 -2.17861
C -5.75129 -1.07425 -3.10339
C -6.71561 -2.16742 -2.39698
H -1.03958 -3.20163 -1.25120
H -1.80881 -2.82463 0.37008
H 0.00989 -2.71614 0.25203
H -0.65299 -0.36891 0.13811
H -0.49948 -0.66177 -1.65572
H -2.00799 0.06495 -3.90046
H -3.22376 -1.05412 -4.68147
H -1.81422 -3.18591 -3.86945
H -0.49339 -1.89048 -3.40806
H -1.80463 -0.89557 -6.79170
H 0.08381 -2.07930 -7.95579
H 2.14407 -3.18266 -6.17115
H 0.96877 -4.61685 -6.23706
H 2.29519 -4.48180 -3.95957
H 0.44107 -4.34117 -3.72629
H 1.51789 -2.84956 -3.61529
H 1.89244 -0.70729 -5.54792
H 0.49809 0.32600 -4.94871
H 0.11592 0.27155 -7.87938
H 1.35318 2.55965 -8.00550
H 1.92908 2.37220 -6.23776
H 0.08670 2.44137 -6.63912
H -6.43895 -0.26398 -3.55425
H -5.21574 -1.58416 -3.97813
H -7.79215 -2.12528 -2.78214
H -6.66181 -2.14042 -1.25825
H -6.28641 -3.19142 -2.70377
C 0.52543 -1.49575 5.00076
C 0.70964 -2.19508 3.68418
O 1.60197 -1.88601 2.89991
N -0.15170 -3.19941 3.36999
C -1.25627 -3.70205 4.15661
H 1.28350 -0.72006 5.11025
H -0.45824 -1.02559 5.03695
H 0.63808 -2.20891 5.82186
H 0.03141 -3.62271 2.47008
H -1.08615 -4.76362 4.35088
H -2.17360 -3.58642 3.57560
H -1.36107 -3.17540 5.10297
C -1.61039 2.99797 3.91950
C -0.87116 1.70886 3.68551
O -1.07360 0.70283 4.36028
N 0.04821 1.67800 2.68707
C 0.42337 2.75140 1.79081
H -2.30961 2.87074 4.74609
H -0.90636 3.79048 4.17920
H -2.17522 3.27145 3.02666
H 0.50701 0.78075 2.58514
H 0.22931 2.42448 0.76608
H 1.49202 2.94125 1.91256
H -0.12964 3.66769 1.98751
C 2.56473 6.24842 2.88740
C 1.31186 6.10650 2.06681
O 0.38999 5.37338 2.40331
N 1.22177 6.82606 0.91508
C 2.19798 7.73670 0.35655
H 2.49260 5.61706 3.77270
H 3.43108 5.93015 2.30458
H 2.68480 7.28446 3.20956
H 0.35519 6.68267 0.41466
H 1.73625 8.72204 0.26316
H 2.47772 7.37619 -0.63544
H 3.08955 7.81487 0.97514
C 3.27910 -0.05972 8.98925
C 4.05081 0.68286 7.93211
O 4.25544 1.88883 7.99851
N 4.52730 -0.03144 6.87628
C 4.38797 -1.45094 6.62634
H 2.96359 0.63725 9.76522
H 2.38967 -0.51627 8.55098
H 3.91119 -0.82378 9.44579
H 5.03460 0.52814 6.20491
H 5.38755 -1.88608 6.55991
H 3.87458 -1.58079 5.67126
H 3.82609 -1.95599 7.40931
*
```

The orbital gap comes out at 0.11503 Eh. The LUMO energy is 2.8 eV.



Which formula does entry 1 have? C24H54N2O8Y



The highest LUMO energy belongs to which entry? C24H55BrN4NbO9P



Which formula does entry 3 have? C24H55BrN4NbO9P